Entry 1:
14
Properties=species:S:1:pos:R:3:forces:R:3 method="wB97M-V/def2-TZVPD" spin_multiplicity=1 energy_ev=-5775.1045 gap_ev=3.05 e_above_lowest_kj_mol=840.14
C 0.3449 -1.8250 -0.8425 2.807 -4.136 -5.041
C -0.5883 1.0845 2.1675 0.788 1.051 -3.884
C -0.5993 2.1693 1.2847 -0.640 -0.368 -0.393
C -0.4571 2.1956 -0.1201 -0.943 -0.191 0.491
N 1.0349 -2.5081 -1.7535 -3.165 3.706 4.667
H -0.7093 -2.0642 -0.6813 -0.234 0.003 0.154
H 0.7477 -1.0219 -0.2246 0.404 0.763 0.407
H -0.5437 0.0430 1.8432 0.084 0.454 0.057
H -0.6090 1.3505 3.1454 -0.299 0.218 2.977
H -0.9083 3.1858 1.6256 0.054 -0.957 0.426
H 0.2608 1.6135 -0.6488 0.313 -0.641 -0.283
H -1.1693 2.7860 -0.7229 0.833 0.092 0.435
H 1.8017 -5.1996 -3.8634 -0.252 0.663 1.626
H 1.6843 -4.8830 -3.1371 0.250 -0.658 -1.640


Entry 2:
14
Properties=species:S:1:pos:R:3:forces:R:3 method="wB97M-V/def2-TZVPD" spin_multiplicity=1 energy_ev=-5778.4536 gap_ev=5.99 e_above_lowest_kj_mol=517.01
C -1.8917 0.2701 0.3056 -0.831 0.485 0.570
N 0.3042 -1.3909 0.3474 -0.557 0.231 0.016
C 0.3863 -0.2092 -0.4615 1.803 -0.753 1.759
C -0.6777 0.7736 -0.1221 -0.984 -0.629 -2.751
C 1.7522 0.4592 -0.1201 -0.393 -0.586 -0.166
H -0.9559 0.3884 1.0788 0.280 -0.132 1.560
H -2.7237 0.9119 0.5639 0.133 0.403 -0.056
H -2.0752 -0.7794 0.5042 0.606 -0.281 -0.521
H -0.0625 -2.1750 -0.1811 -0.066 -0.020 -0.094
H 0.3295 -0.4631 -1.5202 -0.224 0.501 -0.450
H -0.5733 1.8304 -0.3429 -0.048 0.175 0.538
H 1.8226 0.5563 0.9635 -0.252 0.262 0.099
H 1.9272 1.4151 -0.6163 0.250 -0.001 -0.084
H 2.4800 -0.3216 -0.3255 0.282 0.345 -0.419


Looking at max |F| for the records above, in order, we have 7.10; 2.99 eV/Å.